56
Properties=species:S:1:pos:R:3 method="wB97M-V/def2-TZVPD" total_energy_ev=-50606.0556 charge=-1 homo_ev=-4.32 homo_lumo_gap_ev=4.93
O 0.10802 -0.35204 -2.98208
O -4.64782 -0.58185 -2.48478
O 1.28427 -2.00596 -2.12679
O -0.99268 -2.90379 2.92698
O 0.12865 1.86562 -1.31007
O -5.66116 -1.92907 -1.09105
O -3.19206 -2.60946 2.40475
O -1.04199 -0.04799 2.23937
N -4.62948 -1.42571 -1.55806
N -3.96643 -2.36736 1.29507
N -1.83756 -2.73265 2.07002
N 0.23388 -1.33266 -2.22255
C 0.51536 0.29998 0.47463
C -2.20901 -1.51892 -1.88467
C -3.42438 2.16484 -1.06035
C 4.61469 2.09178 0.02023
C -3.09425 -2.33068 0.25305
C -2.30882 1.41981 -0.67522
C -3.30800 -1.80680 -1.08134
C -0.75634 0.52006 1.17134
C -2.50461 2.24974 1.57090
C 1.53472 -0.58821 1.04812
C -1.76255 -2.49003 0.68586
C -1.83783 1.44909 0.63816
C 2.77237 1.92246 -2.08223
C 0.91281 1.27429 -0.55976
C 1.50491 -1.05831 2.38290
C 3.41054 -2.50158 1.98369
C -0.65734 -2.10816 -0.06232
C 2.37225 1.62776 -0.76940
C -0.90565 -1.69464 -1.38246
C 5.02730 2.32814 -1.29846
C -4.04499 3.01232 -0.13708
C 2.55390 -1.11054 0.20545
C 3.44859 -2.07455 0.65219
C -3.57831 3.05256 1.18577
C 4.09944 2.25366 -2.34749
C 3.27814 1.78644 0.28262
C 2.42675 -1.99357 2.84171
H 4.18657 -2.46459 -0.04983
H 2.36393 -2.31610 3.88278
H -2.15714 2.23109 2.60579
H 2.03333 1.87590 -2.88409
H 0.33171 -2.38814 0.29144
H 4.14502 -3.22348 2.34844
H 5.32534 2.14588 0.84768
H -2.34934 -1.09851 -2.88252
H -1.80109 0.81451 -1.42422
H 2.64917 -0.74243 -0.81466
H 0.72791 -0.68924 3.04532
H -4.04706 3.70461 1.92521
H 6.06850 2.59136 -1.50324
H 4.40163 2.46050 -3.37490
H -4.88829 3.63330 -0.44880
H -3.78435 2.07133 -2.08640
H 2.92881 1.64000 1.30533